Entry 1:
Formula: C5H28N2O9
Source: the Open Molecules 2025 dataset
Level of theory: ωB97M-V/def2-TZVPD

Positions of all 44 atoms, in Å:
O 4.05 0.10 -1.42
O -3.82 0.38 -0.72
O -0.45 -1.26 -3.98
O 0.60 1.99 2.29
O -0.83 -0.30 2.19
O -1.55 0.35 -2.13
O 1.71 0.35 4.11
O -2.13 1.68 0.90
O -0.75 2.83 -1.51
N 0.51 -1.68 0.96
N 1.68 1.57 -0.45
C -0.59 -1.42 1.73
C 1.45 -0.65 0.63
C 0.88 0.32 -0.46
C -0.48 -3.01 -0.91
C 0.58 -2.96 0.21
H -1.01 1.95 -1.93
H -0.32 -3.86 -1.53
H -4.22 -0.32 -0.19
H -1.55 2.13 0.29
H 1.21 2.25 -1.10
H -0.23 0.56 -0.29
H -1.24 -2.28 1.96
H 0.05 1.21 2.22
H 0.42 -0.90 -3.86
H 3.45 0.73 -0.91
H 0.50 -3.80 0.84
H -1.58 1.01 1.27
H -1.26 3.47 -2.00
H -3.27 0.90 -0.08
H 3.61 -0.01 -2.25
H 0.01 2.61 2.68
H 1.63 1.96 0.50
H 2.42 -1.15 0.26
H -0.67 -1.08 -4.88
H 1.61 1.11 3.55
H -1.41 -0.23 -2.84
H 1.81 -0.01 1.57
H -1.50 -3.10 -0.54
H 0.96 -0.11 -1.44
H 1.01 -0.19 3.85
H 1.61 -3.05 -0.26
H -0.42 -2.08 -1.55
H -2.47 0.25 -1.80

F_max = 0.057 hartree/bohr
Energy = -27047.89990 eV
Frontier orbital gap = 9.28 eV
Energy above the lowest of the compared OMol25 structures with the same formula, charge and spin = 49.5 kcal/mol
SMILES string = CCN(C=O)CCN.O.O.O.O.O.O.O.O



Entry 2:
Formula: C5H11ClO6S
Source: the Open Molecules 2025 dataset
Level of theory: ωB97M-V/def2-TZVPD

Positions of all 24 atoms, in Å:
Cl -2.92 3.01 2.13
S -2.23 -1.09 1.98
O 0.66 1.89 -1.72
O -1.99 -0.54 -0.12
O 0.99 1.63 0.87
O -1.06 -1.91 2.11
O -2.04 0.24 2.45
O 1.19 -2.08 -1.99
C 0.89 -1.79 -0.61
C 0.62 0.25 0.89
C 1.16 0.55 -1.61
C 0.36 -0.28 -0.49
C -1.03 -0.28 -0.84
H 1.66 -2.04 0.19
H 2.11 -2.16 -2.00
H 1.48 -0.10 1.27
H -0.29 0.00 1.48
H 2.20 0.67 -1.40
H 1.02 2.35 -0.99
H 0.26 2.23 0.75
H -1.17 0.11 -1.77
H 0.07 -2.44 -0.47
H 0.98 -0.04 -2.58
H -2.92 1.83 2.46

F_max = 0.078 hartree/bohr
Energy = -41003.07318 eV
Frontier orbital gap = 10.22 eV



Entry 3:
Formula: C21H24BN2O2
Source: the Open Molecules 2025 dataset
Level of theory: ωB97M-V/def2-TZVPD

Positions of all 50 atoms, in Å:
O -1.97 -0.02 0.04
O -3.68 6.09 -0.52
N 2.71 -2.43 1.52
N 4.77 -2.06 0.94
C -1.95 2.30 -0.59
C -3.66 3.79 0.27
C 3.45 -1.81 0.59
C -2.37 -3.66 0.00
C -0.83 -1.68 -1.27
C -2.61 -2.31 0.28
C 1.26 -2.43 1.66
C -3.16 4.84 -0.54
C 4.83 -2.80 2.07
C 5.85 -1.56 0.13
C 0.22 -0.64 -1.37
C -1.39 0.98 -0.73
C -4.66 6.39 0.50
C -0.36 0.70 -1.58
C -1.33 -4.02 -0.88
C -0.51 -3.05 -1.43
C -3.05 2.55 0.26
C -1.86 -1.34 -0.38
C -2.07 4.60 -1.39
C -1.46 3.37 -1.39
C 3.52 -3.05 2.45
B 3.62 -1.30 -0.82
H 0.78 -3.12 0.96
H 5.68 -0.49 -0.07
H -0.61 3.20 -2.04
H -2.95 -4.43 0.51
H 3.12 -3.59 3.27
H -3.35 -2.00 1.04
H -1.16 -5.08 -1.08
H -4.80 7.47 0.42
H 6.83 -1.69 0.58
H 0.84 -1.42 1.52
H -3.43 1.74 0.89
H -4.27 6.12 1.49
H 5.84 -2.03 -0.87
H 1.03 -0.91 -2.06
H -1.72 5.41 -2.03
H 3.53 -0.10 -0.79
H 3.43 -2.11 -1.69
H -5.59 5.85 0.29
H 0.55 -0.52 -0.35
H 1.04 -2.76 2.68
H 0.27 1.51 -1.94
H -4.53 3.97 0.90
H 5.75 -3.13 2.55
H 0.39 -3.33 -1.98

F_max = 0.076 hartree/bohr
Energy = -29908.56809 eV
Frontier orbital gap = 5.60 eV
Energy above the lowest of the compared OMol25 structures with the same formula, charge and spin = 1.5 kcal/mol
Charge = +1



Entry 4:
Formula: C48H124ClN9O4
Source: the Open Molecules 2025 dataset
Level of theory: ωB97M-V/def2-TZVPD

Positions of all 186 atoms, in Å:
Cl -0.14 -0.19 0.00
O -0.90 -0.70 -1.14
O 0.80 0.83 -0.48
O 0.58 -1.27 0.60
O -1.00 0.43 0.94
N 0.10 1.54 -3.19
N -2.51 -1.47 5.04
N 2.22 3.54 -3.29
N 1.87 -5.46 -0.01
N 0.23 -0.69 -5.11
N -5.15 -2.31 -2.06
N 6.04 -0.38 -1.33
N -5.91 2.49 3.28
N 1.11 4.53 4.12
C 2.16 3.76 3.45
C -3.00 -2.70 5.64
C -0.37 -4.60 0.41
C -1.07 0.53 5.33
C 4.06 -5.61 1.20
C 4.02 2.15 -4.26
C 0.80 -1.76 -4.25
C 2.05 -1.36 -3.49
C 1.21 5.97 3.85
C 0.86 5.08 -4.74
C 0.92 -5.06 1.00
C -1.36 -0.91 5.72
C -1.01 -1.18 -5.74
C 2.40 2.40 4.08
C 3.75 4.18 -1.34
C 2.34 -4.35 -0.82
C 1.02 1.17 -6.61
C 5.57 -1.05 -2.50
C -6.46 -3.67 -3.74
C 6.95 -1.22 -0.58
C -1.34 -2.45 3.01
C -5.24 2.44 4.60
C -5.02 2.91 2.17
C -5.42 -2.56 -3.45
C 2.66 3.30 -1.89
C -3.16 -2.62 7.15
C -1.10 4.10 5.04
C 3.33 3.50 -4.22
C -2.16 -1.40 -4.77
C -4.42 -1.06 -1.90
C -4.33 -0.58 -0.48
C -6.56 1.22 3.01
C -3.19 -3.83 -1.78
C 4.93 0.12 -0.53
C 1.17 -0.27 -6.17
C -0.23 4.02 3.84
C 6.69 -1.33 -3.54
C 2.25 6.67 4.73
C -4.59 -3.45 -1.32
C -2.47 -1.60 3.61
C 7.40 -0.56 0.68
C 2.90 -6.29 0.50
C -4.77 3.80 5.09
C 2.99 -4.82 -2.09
C -3.77 2.04 1.93
C 4.01 -0.91 -0.03
C -7.46 1.25 1.83
C 1.44 4.79 -3.37
H 5.36 0.66 0.31
H -1.92 1.17 5.58
H -1.14 -4.57 1.17
H 2.09 3.69 2.35
H 8.27 -1.07 1.10
H 6.42 -2.17 -0.32
H 2.99 2.25 -1.83
H 1.63 5.27 -5.48
H -4.42 1.69 4.60
H 4.41 0.85 -1.16
H -0.74 0.72 4.31
H 3.50 5.24 -1.46
H -8.24 2.00 1.97
H -3.75 0.34 -0.54
H 4.62 1.97 -3.37
H 4.63 2.05 -5.16
H -5.59 3.04 1.25
H -7.19 1.00 3.88
H -4.62 -3.20 -0.27
H -2.00 -2.26 -4.13
H -4.88 -0.30 -2.53
H 5.11 -2.04 -2.27
H 0.98 2.18 -3.27
H -3.42 -2.05 3.34
H 4.49 -4.79 0.63
H 0.03 1.41 -7.01
H -1.43 -3.46 3.42
H 1.10 -0.98 -7.02
H -5.33 -0.38 -0.09
H 1.37 -4.24 1.61
H 4.80 -0.42 -2.97
H 3.21 -0.50 0.59
H -3.63 -1.68 7.46
H -2.41 -0.59 3.20
H -2.24 -2.73 7.72
H 3.27 1.36 -4.32
H -6.01 2.08 5.29
H -1.94 3.40 4.94
H 1.56 1.73 3.88
H -4.67 3.92 2.41
H -3.98 -2.91 5.20
H -3.09 2.12 2.78
H 7.41 -2.04 -3.15
H -2.38 -0.51 -4.19
H -3.84 -3.43 7.45
H 0.07 1.18 -2.22
H -4.26 3.68 6.05
H 7.64 0.49 0.49
H 0.10 0.67 -3.84
H 2.11 -1.93 -2.56
H -1.47 -2.45 1.93
H -1.55 -0.93 6.78
H 3.23 -3.95 -2.71
H 0.28 4.23 -5.15
H 2.02 -0.32 -3.15
H -7.92 0.27 1.69
H 4.72 4.00 -1.81
H -5.27 -4.27 -1.57
H -5.66 4.40 5.27
H -3.03 -1.64 -5.39
H 0.76 -5.93 1.63
H 2.20 -0.44 -5.81
H 3.55 -1.48 -0.83
H 0.69 4.79 -2.57
H -0.70 4.55 2.98
H 1.51 -3.68 -1.05
H -0.27 -3.65 -0.11
H 3.25 6.31 4.52
H -7.41 -3.45 -3.27
H 2.97 3.69 -5.23
H 3.89 -5.38 -1.87
H 3.35 1.97 3.78
H -0.23 0.92 5.93
H 2.17 7.75 4.60
H 6.25 -1.77 -4.44
H -5.84 0.38 2.97
H 1.79 3.27 -1.22
H -6.95 1.45 0.88
H 2.42 -7.00 1.19
H -2.83 -4.68 -1.20
H -2.33 -3.54 5.37
H 0.22 6.40 4.00
H -3.18 -4.00 -2.86
H -3.84 -1.29 0.17
H -0.59 3.93 5.98
H -4.04 1.01 1.73
H 2.97 -1.49 -4.06
H 4.89 -6.32 1.31
H -1.57 5.09 5.11
H 1.16 1.86 -5.77
H 4.50 -1.59 0.68
H 7.84 -1.42 -1.16
H 3.75 -5.25 2.18
H 2.12 5.64 -3.15
H 0.02 -1.92 -3.50
H 1.44 6.13 2.76
H 3.10 4.34 3.63
H -0.45 -1.50 5.47
H -4.53 -2.61 -4.10
H 0.18 5.94 -4.71
H -3.15 2.41 1.11
H 2.02 6.42 5.76
H -6.63 -3.71 -4.82
H 7.24 -0.43 -3.84
H 4.09 4.29 -4.04
H 2.28 -5.44 -2.63
H -4.14 4.34 4.40
H -6.10 -4.67 -3.49
H -0.17 2.99 3.50
H 3.87 4.02 -0.27
H -0.73 2.13 -3.33
H 2.43 2.52 5.17
H -5.94 -1.63 -3.76
H 1.79 1.44 -7.34
H 3.05 -3.73 -0.23
H -0.33 -2.09 3.17
H -0.69 -5.32 -0.36
H 6.66 -0.58 1.49
H 0.92 -2.68 -4.83
H -2.48 -3.02 -1.58
H 3.22 -6.95 -0.32
H -1.33 -0.35 -6.39
H -3.41 -1.27 -2.30
H -0.84 -2.07 -6.37

F_max = 0.037 hartree/bohr
Energy = -85901.98811 eV
Frontier orbital gap = 7.57 eV
Energy above the lowest of the compared OMol25 structures with the same formula, charge and spin = 0.0 kcal/mol



Entry 5:
Formula: C2H3NO2S2
Source: the Open Molecules 2025 dataset
Level of theory: ωB97M-V/def2-TZVPD

Positions of all 10 atoms, in Å:
S 0.93 -2.10 0.09
S -2.30 -0.61 -0.43
O 0.66 1.73 -0.23
O 2.43 0.58 0.18
N 1.22 0.53 -0.05
C -0.96 0.16 0.11
C 0.33 -0.40 0.03
H -0.41 -2.62 0.28
H 1.21 2.30 0.29
H -3.10 0.42 -0.27

F_max = 0.046 hartree/bohr
Energy = -29371.51545 eV
Frontier orbital gap = 7.21 eV
Energy above the lowest of the compared OMol25 structures with the same formula, charge and spin = 149.0 kcal/mol



Entry 6:
Formula: C16H14Cl2N5O5Ta
Source: the Open Molecules 2025 dataset
Level of theory: ωB97M-V/def2-TZVPD

Positions of all 43 atoms, in Å:
Ta 0.30 -0.49 -0.26
Cl -0.53 -3.52 -2.61
Cl 1.16 -3.59 2.53
O -0.34 1.65 -0.13
O 0.67 -0.11 -2.14
O 4.11 0.94 0.94
O 1.57 1.43 -3.51
O -1.73 -0.31 0.19
N -2.39 0.82 0.17
N 0.38 -2.28 -0.08
N 0.86 -0.12 1.91
N -1.62 1.81 0.01
N 2.23 0.32 -0.23
C 2.33 -0.16 2.09
C -1.38 4.13 -0.63
C 0.32 -6.47 -0.08
C -1.90 5.41 -0.71
C 2.74 0.86 -1.48
C -2.17 3.14 -0.06
C 0.36 -3.65 -0.06
C -3.93 4.68 0.35
C -0.06 -5.76 -1.21
C 0.71 -5.79 1.06
C 1.62 0.79 -2.50
C 3.00 0.44 0.87
C 0.72 -4.41 1.06
C -3.16 5.69 -0.22
C -0.04 -4.38 -1.19
C -3.43 3.39 0.44
H 3.59 0.29 -1.86
H -4.92 4.90 0.73
H -0.40 3.88 -1.01
H -4.01 2.60 0.89
H 2.65 0.36 2.99
H 0.39 -0.79 2.51
H 3.07 1.90 -1.37
H -1.30 6.19 -1.16
H 2.63 -1.21 2.16
H -0.38 -6.27 -2.11
H -3.56 6.70 -0.29
H 0.52 0.81 2.15
H 1.00 -6.32 1.96
H 0.31 -7.55 -0.09

F_max = 0.005 hartree/bohr
Energy = -61105.96805 eV
Frontier orbital gap = 7.47 eV
Energy above the lowest of the compared OMol25 structures with the same formula, charge and spin = 0.0 kcal/mol